[1]
111
Properties=species:S:1:pos:R:3:lowdin_charge:R:1 method="wB97M-V/def2-TZVPD" relative_energy_kcal_mol=0.9 orbital_gap_ev="6.41 / 4.77" largest_force_ev_per_a=0.76 lumo_ev="3.7 / 3.4" total_charge=-2
Sr 1.520 -0.399 1.446 1.25
C -0.254 -1.225 -6.612 -0.06
C 0.040 -2.424 -5.700 -0.56
C -1.255 -3.218 -5.531 -0.08
C 1.072 -3.331 -6.385 -0.06
C 0.585 -1.932 -4.361 -0.19
C -0.017 -2.199 -3.142 -0.09
C 0.506 -1.698 -1.960 -0.39
Se -0.422 -2.147 -0.331 1.09
C -1.824 -0.830 -0.326 -0.40
C -3.005 -1.129 -0.996 -0.09
C -4.050 -0.223 -1.046 -0.20
C -3.858 0.994 -0.377 0.00
C -2.708 1.333 0.309 -0.09
C -1.614 0.400 0.346 -0.40
O -0.509 0.667 0.951 -0.31
C -2.567 2.683 1.019 -0.53
C -2.335 2.463 2.521 -0.04
C -3.819 3.551 0.871 -0.08
C -1.389 3.470 0.423 -0.04
C -5.359 -0.488 -1.786 -0.56
C -5.557 0.566 -2.885 -0.06
C -5.373 -1.867 -2.448 -0.08
C -6.540 -0.418 -0.808 -0.06
C 1.677 -0.887 -1.905 -0.39
O 2.100 -0.399 -0.795 -0.35
C 2.329 -0.662 -3.162 -0.08
C 1.755 -1.172 -4.315 -0.01
C 3.633 0.142 -3.334 -0.53
C 4.684 -0.749 -4.019 -0.06
C 4.274 0.660 -2.041 -0.07
C 3.355 1.365 -4.224 -0.06
H -0.643 -1.560 -7.580 0.07
H 0.646 -0.636 -6.795 0.07
H -0.993 -0.568 -6.149 0.09
H -1.620 -3.539 -6.510 0.08
H -2.033 -2.613 -5.061 0.08
H -1.101 -4.108 -4.919 0.08
H 0.698 -3.684 -7.351 0.07
H 1.292 -4.198 -5.758 0.09
H 2.010 -2.801 -6.557 0.07
H -0.915 -2.801 -3.082 0.08
H -3.077 -2.093 -1.483 0.08
H -4.668 1.713 -0.403 0.09
H -3.190 1.944 2.965 0.09
H -2.215 3.424 3.031 0.09
H -1.442 1.866 2.687 0.06
H -4.699 3.073 1.309 0.08
H -4.034 3.781 -0.176 0.08
H -3.657 4.496 1.395 0.08
H -0.466 2.900 0.502 0.07
H -1.266 4.419 0.954 0.08
H -1.575 3.688 -0.632 0.09
H -4.732 0.529 -3.599 0.09
H -5.587 1.573 -2.465 0.07
H -6.494 0.393 -3.424 0.07
H -4.570 -1.965 -3.181 0.08
H -6.324 -2.017 -2.966 0.08
H -5.259 -2.664 -1.710 0.08
H -6.596 0.558 -0.324 0.07
H -6.431 -1.172 -0.026 0.09
H -7.487 -0.594 -1.330 0.07
H 2.257 -0.966 -5.256 0.09
H 4.895 -1.623 -3.400 0.09
H 5.616 -0.193 -4.154 0.08
H 4.354 -1.099 -4.999 0.07
H 4.511 -0.149 -1.352 0.05
H 3.620 1.359 -1.522 0.07
H 5.202 1.177 -2.309 0.08
H 2.967 1.079 -5.204 0.07
H 4.276 1.938 -4.376 0.08
H 2.620 2.017 -3.749 0.09
S 6.660 -3.957 1.807 0.41
C 5.068 -3.365 1.682 -1.97
S 4.114 -4.684 2.177 0.44
S 4.609 -1.867 1.129 0.44
O 1.577 5.578 7.159 -0.08
N 2.212 5.194 6.141 -0.40
O 3.206 5.850 5.717 -0.09
C 1.808 4.023 5.512 -0.13
C 0.713 3.353 6.054 0.02
C 0.244 2.145 5.514 -0.16
C -0.863 1.447 6.055 -0.02
C -1.267 0.268 5.493 -0.07
C -0.564 -0.232 4.390 -0.16
N 0.471 0.392 3.861 0.03
C 0.868 1.562 4.388 -0.18
C 1.991 2.269 3.776 -0.15
N 2.530 1.711 2.674 0.01
C 3.556 2.296 2.081 -0.14
C 4.105 3.481 2.549 -0.05
C 3.562 4.075 3.666 0.01
C 2.470 3.483 4.328 -0.04
H 0.231 3.783 6.918 0.10
H -1.378 1.868 6.911 0.11
H -2.116 -0.279 5.882 0.10
H -0.863 -1.164 3.921 0.10
H 3.957 1.801 1.200 0.11
H 4.946 3.929 2.037 0.10
H 3.954 4.997 4.059 0.09
Br 3.485 -1.137 4.612 0.81
C 2.221 -2.524 4.402 -0.75
C 2.081 -3.451 5.426 -0.11
C 1.176 -4.476 5.242 -0.07
C 0.456 -4.539 4.057 -0.06
C 0.671 -3.560 3.107 -0.15
N 1.537 -2.556 3.277 -0.02
H 2.680 -3.366 6.320 0.10
H 1.041 -5.225 6.011 0.10
H -0.252 -5.333 3.865 0.10
H 0.144 -3.572 2.160 0.07

=====

[2]
115
Properties=species:S:1:pos:R:3:lowdin_charge:R:1 method="wB97M-V/def2-TZVPD" relative_energy_kcal_mol=23.8 orbital_gap_ev=5.99 largest_force_ev_per_a=2.80 lumo_ev=3.6 total_charge=-2
Pb 0.156 -21.700 6.730 1.31
C 1.302 -26.531 8.075 -0.08
C 0.479 -25.498 8.848 -0.38
C 0.439 -25.825 10.347 -0.06
C -0.897 -25.353 8.203 -0.18
C -1.601 -26.529 7.995 -0.07
C -2.883 -26.535 7.458 -0.09
C -3.511 -25.324 7.272 -0.07
C -2.871 -24.119 7.447 -0.16
C -3.678 -22.897 7.155 -0.40
C -4.159 -22.860 5.707 -0.07
C -4.804 -22.616 8.124 -0.05
C -1.526 -24.105 7.971 -0.18
N -0.831 -22.871 8.261 -0.13
C -1.363 -22.077 9.265 -0.24
C -1.179 -20.736 9.239 -0.24
N -0.425 -20.214 8.204 -0.13
C -0.159 -18.814 8.211 -0.20
C 0.753 -18.255 9.123 -0.15
C 0.793 -16.875 9.202 -0.04
C 0.010 -16.078 8.360 -0.09
C -0.790 -16.638 7.391 -0.05
C -0.890 -18.038 7.306 -0.13
C -1.878 -18.697 6.335 -0.39
C -2.167 -17.872 5.053 -0.07
C -3.191 -19.038 6.991 -0.06
C 1.615 -19.091 10.020 -0.34
C 1.236 -19.028 11.538 -0.05
C 3.107 -18.749 9.893 -0.07
C -1.959 -20.072 10.306 -0.08
C -2.332 -18.769 10.557 -0.01
C -3.040 -18.569 11.760 -0.08
C -3.449 -19.646 12.558 -0.03
C -3.297 -20.990 12.142 -0.19
C -3.724 -22.179 12.781 -0.05
C -3.465 -23.389 12.233 -0.07
C -2.670 -23.567 11.032 -0.01
C -2.196 -22.448 10.416 -0.09
C -2.533 -21.175 11.022 -0.09
H 2.398 -26.369 8.274 0.08
H 1.136 -26.369 6.991 0.08
H 1.044 -27.584 8.299 0.07
H 0.902 -24.517 8.722 0.10
H 0.047 -26.825 10.589 0.08
H -0.306 -25.130 10.818 0.07
H 1.418 -25.680 10.790 0.07
H -1.088 -27.487 8.208 0.11
H -3.294 -27.474 7.121 0.10
H -4.533 -25.306 6.841 0.12
H -2.997 -22.043 7.279 0.10
H -4.883 -23.592 5.409 0.06
H -3.324 -23.003 4.967 0.04
H -4.574 -21.846 5.511 0.07
H -5.464 -23.509 8.258 0.09
H -5.363 -21.733 7.788 0.07
H -4.432 -22.347 9.141 0.08
H 1.352 -16.407 9.996 0.11
H 0.086 -15.025 8.474 0.08
H -1.482 -16.043 6.777 0.10
H -1.499 -19.627 5.917 0.07
H -2.784 -16.940 5.374 0.10
H -2.715 -18.429 4.295 0.08
H -1.211 -17.496 4.705 0.06
H -3.657 -18.157 7.461 0.09
H -3.025 -19.809 7.722 0.05
H -3.884 -19.439 6.237 0.08
H 1.495 -20.151 9.719 0.12
H 1.329 -18.034 11.980 0.07
H 1.870 -19.712 12.156 0.08
H 0.248 -19.420 11.763 0.06
H 3.420 -17.750 10.357 0.10
H 3.513 -18.667 8.921 0.04
H 3.702 -19.464 10.450 0.07
H -1.912 -17.925 9.970 0.12
H -3.369 -17.594 12.011 0.08
H -3.923 -19.415 13.505 0.09
H -4.216 -22.026 13.703 0.09
H -3.840 -24.306 12.662 0.09
H -2.515 -24.610 10.719 0.11
C 2.315 -18.278 4.170 -0.22
S 3.375 -19.411 5.079 0.81
C 4.905 -18.535 5.007 -0.26
O 2.925 -19.391 6.478 -0.56
H 2.121 -17.381 4.715 0.05
H 1.402 -18.853 4.088 0.04
H 2.646 -18.126 3.159 0.05
H 4.770 -17.631 5.588 0.05
H 5.189 -18.295 3.966 0.06
H 5.645 -19.183 5.516 0.06
Cl 0.304 -26.068 2.872 -0.08
Si -1.001 -25.134 4.325 -0.45
Cl -2.879 -25.290 3.235 -0.05
Cl -0.478 -23.077 3.712 -0.13
O 6.271 -19.010 -0.690 -0.34
S 5.533 -19.135 0.549 0.63
O 4.904 -17.907 1.064 -0.36
N 6.476 -19.814 1.714 -0.13
C 5.958 -20.962 2.116 -0.92
S 6.606 -21.925 3.344 0.48
C 4.676 -21.392 1.449 -0.24
C 3.928 -22.571 1.562 -0.01
C 2.920 -22.747 0.629 -0.06
C 2.682 -21.832 -0.367 -0.10
C 3.383 -20.682 -0.500 -0.04
C 4.421 -20.513 0.429 -0.23
H 4.122 -23.259 2.319 0.08
H 2.298 -23.605 0.658 0.10
H 1.938 -22.096 -1.011 0.08
H 3.227 -20.015 -1.315 0.11
C 3.300 -22.695 7.373 -0.13
O 2.497 -21.668 7.933 -0.27
H 4.363 -22.474 7.403 0.09
H 2.972 -22.873 6.372 0.06
H 3.177 -23.564 8.013 0.07
H 2.657 -20.757 7.691 0.00

=====

[3]
111
Properties=species:S:1:pos:R:3:lowdin_charge:R:1 method="wB97M-V/def2-TZVPD" orbital_gap_ev="6.77 / 6.78" largest_force_ev_per_a=0.72 lumo_ev="-0.9 / -0.9" total_charge=0
Fe 0.817 0.137 0.285 0.50
O -3.605 -0.396 6.892 0.12
C -3.631 -0.695 5.575 -0.48
O -4.649 -1.069 5.063 0.12
C -2.354 -0.535 4.812 -0.13
C -2.266 -1.184 3.579 0.02
C -1.147 -1.034 2.788 -0.01
C -0.096 -0.229 3.222 -0.23
C -0.163 0.406 4.458 -0.01
C -1.292 0.253 5.246 -0.02
N 0.994 -0.063 2.344 0.08
C 2.198 -0.094 2.785 -0.03
C 3.289 0.049 1.827 -0.24
C 4.617 -0.069 2.211 0.00
C 5.594 0.037 1.234 -0.04
C 5.202 0.252 -0.076 -0.02
C 3.849 0.350 -0.371 -0.09
N 2.908 0.263 0.556 0.07
H -2.706 -0.199 7.179 0.09
H -3.094 -1.798 3.256 0.13
H -1.046 -1.539 1.837 0.08
H 0.636 1.059 4.784 0.11
H -1.335 0.797 6.183 0.11
H 2.438 -0.296 3.829 0.14
H 4.870 -0.254 3.246 0.12
H 6.640 -0.057 1.490 0.11
H 5.928 0.327 -0.872 0.11
H 3.506 0.492 -1.386 0.10
C 0.768 0.259 -1.727 -0.27
Si 0.346 1.958 -2.267 0.64
C 1.025 3.126 -0.932 -0.22
N 0.897 2.647 0.457 -0.19
C 2.019 3.155 1.252 -0.21
C 2.063 4.688 1.364 -0.16
C 0.653 5.275 1.525 -0.19
C -0.269 4.199 2.080 -0.17
C -0.378 3.037 1.090 -0.18
C 1.188 2.548 -3.860 -0.23
C 0.479 2.971 -4.984 -0.09
C 1.129 3.339 -6.155 -0.09
C 2.513 3.300 -6.225 -0.10
C 3.242 2.889 -5.117 -0.09
C 2.582 2.519 -3.956 -0.11
C -1.516 2.207 -2.528 -0.24
C -2.210 3.357 -2.156 -0.11
C -3.577 3.488 -2.369 -0.10
C -4.287 2.457 -2.966 -0.10
C -3.615 1.311 -3.368 -0.09
C -2.249 1.196 -3.156 -0.10
H 1.731 -0.065 -2.131 0.00
H 0.021 -0.455 -2.087 -0.01
H 0.668 4.159 -1.048 0.09
H 2.098 3.162 -1.148 0.08
H 2.949 2.795 0.807 0.11
H 1.954 2.712 2.246 0.11
H 2.556 5.115 0.490 0.11
H 2.682 4.945 2.227 0.11
H 0.267 5.600 0.556 0.10
H 0.670 6.158 2.165 0.11
H -1.271 4.587 2.277 0.11
H 0.120 3.846 3.039 0.11
H -1.072 3.307 0.298 0.10
H -0.797 2.168 1.584 0.08
H -0.603 3.012 -4.949 0.09
H 0.553 3.659 -7.013 0.10
H 3.022 3.586 -7.136 0.10
H 4.323 2.854 -5.162 0.10
H 3.173 2.191 -3.106 0.08
H -1.677 4.185 -1.703 0.09
H -4.088 4.395 -2.070 0.10
H -5.352 2.553 -3.135 0.10
H -4.156 0.506 -3.852 0.10
H -1.740 0.297 -3.482 0.10
C -0.210 -8.198 -0.645 -0.06
C 0.224 -6.769 -0.470 -0.28
C 0.155 -6.145 0.767 -0.02
C 0.558 -4.825 0.942 -0.21
C 0.465 -4.195 2.305 -0.02
C 1.061 -4.118 -0.148 -0.06
C 1.157 -4.731 -1.400 -0.20
C 1.710 -3.981 -2.581 -0.03
C 0.725 -6.043 -1.544 -0.01
C 1.530 -2.685 0.004 -0.58
O 2.720 -2.428 -0.166 0.05
O 0.594 -1.843 0.247 -0.10
H -0.802 -8.537 0.205 0.07
H 0.652 -8.862 -0.736 0.08
H -0.811 -8.319 -1.547 0.08
H -0.224 -6.697 1.620 0.11
H 0.249 -4.948 3.062 0.08
H -0.319 -3.440 2.332 0.05
H 1.399 -3.696 2.571 0.09
H 1.214 -3.016 -2.703 0.08
H 1.582 -4.556 -3.497 0.07
H 2.769 -3.770 -2.437 0.08
H 0.786 -6.512 -2.520 0.11
C -2.339 -2.190 -0.770 0.00
N -3.201 -1.180 -0.161 -0.11
C -4.628 -1.427 -0.039 -0.04
C -2.617 -0.043 0.260 -0.48
C -3.493 0.988 0.923 0.04
O -1.403 0.115 0.083 -0.03
H -2.962 -2.925 -1.274 0.09
H -1.712 -2.687 -0.027 0.08
H -1.670 -1.719 -1.486 0.08
H -4.861 -2.354 -0.556 0.09
H -5.208 -0.628 -0.503 0.09
H -4.940 -1.534 1.002 0.09
H -4.430 0.586 1.292 0.07
H -3.707 1.772 0.195 0.09
H -2.952 1.428 1.754 0.08

=====

[4]
121
Properties=species:S:1:pos:R:3:lowdin_charge:R:1 method="wB97M-V/def2-TZVPD" orbital_gap_ev=7.31 largest_force_ev_per_a=0.72 lumo_ev=-4.1 total_charge=+1
C -3.956 4.065 -2.595 -0.12
O -4.133 2.761 -3.091 -0.24
C -3.379 2.517 -4.284 -0.21
C -2.099 1.732 -3.988 -0.15
C -2.075 0.241 -4.397 -0.19
C -3.410 -0.503 -4.404 -0.19
C -4.226 -0.400 -3.101 -0.20
C -4.462 -1.745 -2.421 -0.19
C -3.175 -2.416 -1.901 -0.18
C -3.010 -2.426 -0.366 -0.18
C -1.910 -1.501 0.170 -0.15
C -2.059 -0.093 -0.432 -0.12
C -1.352 0.952 0.354 -0.13
N -2.078 1.853 0.994 0.12
N -1.636 2.869 1.737 0.13
C -0.345 2.957 1.830 -0.06
C 0.541 2.049 1.222 0.06
C 0.048 1.019 0.459 0.01
B 1.036 -0.022 -0.222 -0.47
C 2.216 -0.545 0.657 0.02
O 0.838 -0.379 -1.519 0.17
H -4.484 4.811 -3.198 0.09
H -2.900 4.354 -2.552 0.09
H -4.359 4.115 -1.585 0.09
H -3.106 3.485 -4.709 0.12
H -4.025 2.013 -5.001 0.12
H -1.267 2.232 -4.484 0.11
H -1.911 1.829 -2.915 0.10
H -1.617 0.162 -5.380 0.08
H -1.386 -0.275 -3.720 0.09
H -3.186 -1.547 -4.631 0.11
H -4.018 -0.156 -5.240 0.11
H -3.751 0.316 -2.434 0.07
H -5.198 0.038 -3.337 0.11
H -4.959 -2.405 -3.132 0.11
H -5.163 -1.602 -1.595 0.11
H -3.201 -3.460 -2.214 0.11
H -2.292 -1.995 -2.386 0.10
H -3.948 -2.105 0.093 0.11
H -2.827 -3.440 -0.016 0.11
H -2.031 -1.415 1.251 0.13
H -0.930 -1.919 -0.063 0.12
H -3.125 0.151 -0.448 0.13
H -1.726 -0.043 -1.468 0.10
H -3.087 1.795 0.929 0.18
H 0.031 3.778 2.421 0.13
H 1.600 2.182 1.390 0.12
H 1.970 -0.447 1.711 0.05
H 3.082 0.110 0.502 0.09
H 2.511 -1.568 0.432 0.08
H 1.665 -0.669 -1.921 0.12
C 5.873 -1.580 5.907 -0.06
C 4.601 -1.996 6.273 -0.05
C 3.485 -1.396 5.715 0.00
C 3.675 -0.376 4.799 -0.15
C 4.937 0.063 4.429 0.01
C 6.041 -0.549 4.990 -0.06
N 2.502 0.260 4.204 -0.34
O 1.399 -0.124 4.543 0.06
O 2.676 1.149 3.385 0.03
H 6.742 -2.052 6.344 0.11
H 4.475 -2.791 6.995 0.11
H 2.490 -1.709 5.994 0.12
H 5.054 0.865 3.717 0.12
H 7.035 -0.232 4.713 0.11
C -2.049 2.041 7.648 -0.07
C -2.192 1.958 9.027 -0.06
C -1.135 1.527 9.812 0.00
C 0.055 1.191 9.194 -0.14
C 0.219 1.265 7.825 -0.01
C -0.846 1.691 7.050 -0.07
N 1.192 0.744 10.019 -0.35
O 1.022 0.668 11.216 0.09
O 2.230 0.477 9.445 0.07
H -2.878 2.380 7.040 0.10
H -3.129 2.229 9.494 0.11
H -1.233 1.455 10.885 0.12
H 1.159 0.997 7.368 0.11
H -0.730 1.752 5.976 0.10
C -7.051 3.138 -4.609 -0.07
C -8.383 2.807 -4.398 -0.06
C -9.387 3.506 -5.050 0.00
C -9.031 4.528 -5.909 -0.14
C -7.714 4.878 -6.134 0.00
C -6.719 4.174 -5.474 -0.06
N -10.094 5.266 -6.617 -0.35
O -11.243 4.952 -6.386 0.08
O -9.752 6.140 -7.386 0.08
H -6.268 2.592 -4.100 0.08
H -8.643 2.002 -3.725 0.11
H -10.427 3.261 -4.896 0.12
H -7.470 5.683 -6.810 0.12
H -5.682 4.433 -5.639 0.10
C 10.397 -6.969 4.426 -0.06
C 9.107 -6.886 3.916 -0.06
C 8.463 -5.661 3.853 0.00
C 9.132 -4.539 4.304 -0.15
C 10.414 -4.598 4.819 0.00
C 11.047 -5.829 4.879 -0.06
N 8.460 -3.234 4.229 -0.34
O 7.324 -3.197 3.798 0.07
O 9.072 -2.255 4.612 0.07
H 10.897 -7.927 4.470 0.11
H 8.603 -7.775 3.566 0.11
H 7.461 -5.582 3.460 0.12
H 10.909 -3.704 5.167 0.12
H 12.049 -5.897 5.277 0.11
C 4.258 -1.165 -6.532 -0.07
C 3.263 -1.619 -5.676 -0.07
C 1.931 -1.523 -6.043 -0.01
C 1.622 -0.973 -7.273 -0.15
C 2.594 -0.512 -8.140 0.00
C 3.923 -0.610 -7.760 -0.06
N 0.209 -0.888 -7.681 -0.34
O -0.630 -1.275 -6.888 0.05
O -0.035 -0.438 -8.778 0.10
H 5.297 -1.248 -6.244 0.11
H 3.527 -2.057 -4.723 0.10
H 1.146 -1.876 -5.391 0.11
H 2.320 -0.087 -9.094 0.12
H 4.698 -0.256 -8.426 0.11

=====

In order of appearance, E = -8504.3604, -5308.1867, -3933.7827, -3096.2195 Eh.